[1]
133
Properties=species:S:1:pos:R:3:forces:R:3 method="wB97M-V/def2-TZVPD" e_lumo_ev="-5.40 / -5.40" fmax_ev_per_a=0.716 spin_multiplicity=1 charge=+2
Ru -0.03405 0.38741 -0.37338 0.656 0.287 -0.013
C 4.54051 -5.46264 2.66978 0.003 -0.010 -0.011
S 3.86696 -4.85352 4.22652 -0.003 -0.005 0.006
C 3.86349 -3.08256 3.88101 0.011 0.025 -0.006
C 2.75798 -2.65344 2.92612 0.029 -0.008 0.045
C 2.80811 -1.15700 2.65970 -0.016 -0.086 -0.033
N 1.83768 -0.69192 1.65625 -0.102 0.006 0.010
P 0.19569 -0.30374 1.88865 0.014 0.001 0.004
C 0.17648 0.51683 3.50725 0.030 0.008 -0.001
C 0.36702 1.89208 3.62148 -0.038 -0.021 -0.035
C 0.51920 2.48496 4.86542 0.004 0.011 0.003
C 0.48663 1.70729 6.01315 -0.007 0.003 -0.001
C 0.30035 0.33535 5.91381 0.003 0.005 0.009
C 0.14872 -0.25873 4.67089 0.013 0.009 -0.003
C -0.70697 -1.84515 2.20662 -0.019 -0.003 -0.004
C -1.93622 -1.81074 2.86443 0.007 -0.005 0.001
C -2.65660 -2.98040 3.06218 -0.008 0.019 0.008
C -2.14873 -4.19059 2.61400 -0.009 -0.008 -0.009
C -0.92902 -4.22951 1.95018 -0.014 -0.015 -0.028
C -0.21975 -3.06011 1.72975 -0.020 0.007 -0.028
P 2.16457 -0.17709 0.08146 -0.002 -0.090 -0.112
C 2.81859 -1.56774 -0.86343 0.086 0.002 0.012
C 4.01526 -2.17858 -0.47582 0.026 0.006 -0.005
C 4.47683 -3.29456 -1.15142 -0.017 -0.005 -0.005
C 3.75701 -3.80032 -2.22885 0.005 0.001 -0.003
C 2.57864 -3.18933 -2.62818 -0.027 0.014 -0.002
C 2.10548 -2.07724 -1.94445 -0.008 -0.044 0.035
C 3.56623 0.94958 0.26659 -0.057 0.060 0.041
C 4.45718 1.16738 -0.78222 0.013 0.031 -0.031
C 5.53078 2.03007 -0.61468 0.000 -0.037 -0.005
C 5.73707 2.65622 0.60734 -0.011 -0.004 -0.006
C 4.86156 2.43046 1.66159 -0.048 0.098 -0.038
C 3.77072 1.59268 1.48818 -0.050 0.071 -0.016
H 4.63732 -6.54200 2.76930 0.001 -0.001 0.003
H 5.52978 -5.04292 2.48735 -0.001 0.004 0.002
H 3.88327 -5.25447 1.82566 -0.001 0.004 0.000
H 4.84712 -2.79396 3.49877 0.004 -0.004 0.000
H 3.74352 -2.59034 4.84867 -0.006 -0.008 0.003
H 1.79186 -2.93185 3.35134 0.046 0.002 0.014
H 2.85352 -3.18981 1.97784 0.021 0.001 0.007
H 3.80276 -0.87033 2.31015 -0.012 -0.043 0.014
H 2.63676 -0.59888 3.58524 -0.005 -0.010 0.012
H 0.37363 2.51803 2.74202 0.001 0.004 0.007
H 0.65591 3.55610 4.93747 -0.002 0.000 -0.003
H 0.60490 2.16885 6.98448 -0.001 -0.001 0.001
H 0.27605 -0.27632 6.80584 0.002 0.000 0.000
H 0.01282 -1.33079 4.61192 0.000 0.006 -0.001
H -2.31699 -0.87386 3.25366 0.016 -0.026 -0.001
H -3.60406 -2.94836 3.58395 -0.001 0.002 -0.001
H -2.70121 -5.10495 2.78594 0.006 -0.003 0.000
H -0.52854 -5.17407 1.60491 -0.002 0.002 0.001
H 0.72281 -3.09329 1.19670 -0.057 0.007 -0.018
H 4.59457 -1.77832 0.34852 0.001 0.013 -0.009
H 5.40139 -3.76641 -0.84647 0.001 0.000 0.000
H 4.12260 -4.66889 -2.76035 0.003 -0.002 0.002
H 2.02411 -3.58061 -3.47120 0.004 -0.003 -0.001
H 1.17881 -1.60739 -2.24383 0.016 0.001 0.003
H 4.32715 0.64928 -1.72472 0.001 0.001 -0.006
H 6.22177 2.19299 -1.43097 -0.004 0.006 -0.001
H 6.58788 3.31083 0.74199 0.001 -0.004 -0.001
H 5.02876 2.90710 2.61871 -0.001 -0.006 -0.004
H 3.09383 1.41833 2.31770 0.008 0.051 -0.034
C -2.04642 -0.66929 -5.66601 0.006 -0.003 -0.008
C -2.04736 -1.49402 -4.39896 0.009 0.001 -0.016
N -1.25115 -0.82191 -3.37928 -0.034 0.019 -0.008
C -0.32865 0.14731 -3.57866 -0.004 0.007 0.023
N 0.24861 0.70312 -2.51877 -0.055 -0.058 -0.037
C 1.43489 1.50743 -2.82949 -0.001 0.011 -0.032
C 1.20266 2.40219 -4.03189 -0.005 -0.002 0.001
C 0.89927 1.53187 -5.22584 0.022 -0.024 -0.001
N -0.05257 0.48775 -4.85847 -0.071 0.054 -0.006
C -0.61370 -0.28336 -5.96903 0.021 -0.013 0.006
H -2.64591 0.23334 -5.53506 -0.015 0.011 0.009
H -2.47362 -1.24171 -6.48789 0.008 -0.001 -0.004
H -1.62909 -2.48402 -4.60475 -0.009 -0.007 0.013
H -3.05807 -1.63301 -4.01277 -0.005 0.013 0.000
H -1.17518 -1.27263 -2.48520 0.030 -0.036 -0.071
H 2.29165 0.84577 -3.02293 -0.002 -0.007 0.002
H 1.68982 2.11103 -1.96434 0.003 0.041 0.080
H 2.07662 3.02275 -4.23130 -0.001 0.000 0.000
H 0.36152 3.06606 -3.82881 0.002 -0.001 0.003
H 1.81277 1.06570 -5.60885 0.001 -0.002 0.003
H 0.46464 2.11501 -6.03955 0.004 -0.001 0.001
H -0.00453 -1.17375 -6.15851 0.002 -0.001 -0.003
H -0.55623 0.34434 -6.85673 -0.007 0.004 0.001
O -0.82075 -1.47248 -0.67272 -0.163 0.082 0.225
C -2.03019 -1.11078 -0.47718 0.110 -0.124 -0.056
O -2.20829 0.13499 -0.25945 -0.129 0.234 0.050
C -3.14780 -2.04479 -0.56356 -0.016 0.069 0.003
C -2.90296 -3.39130 -0.82719 0.012 -0.015 0.021
C -3.96832 -4.27066 -0.91450 0.005 -0.004 -0.006
C -5.26525 -3.80535 -0.73850 -0.013 0.015 -0.005
C -5.50877 -2.45932 -0.48512 0.007 -0.007 -0.005
C -4.45092 -1.57284 -0.40188 0.005 0.015 0.015
H -1.88593 -3.73690 -0.95238 0.026 -0.012 0.015
H -3.79149 -5.31829 -1.11718 0.002 0.004 0.001
H -6.09536 -4.49626 -0.80569 -0.001 0.003 0.003
H -6.52332 -2.10667 -0.35953 0.001 0.000 0.000
H -4.62057 -0.51837 -0.22222 -0.006 -0.003 -0.002
C 1.63070 5.13123 -1.27380 0.065 0.002 0.017
C 1.82908 4.22159 -0.24962 -0.042 -0.084 0.000
C 0.80649 3.35003 0.11392 0.038 -0.023 0.053
C -0.41768 3.36337 -0.56800 0.156 -0.187 -0.051
C -0.58443 4.27381 -1.62556 -0.028 0.020 -0.054
C 0.41983 5.16257 -1.95670 -0.035 0.009 -0.005
Si -1.86788 2.32346 -0.10537 -0.485 -0.448 0.056
C -3.21433 2.37013 -1.35735 -0.059 0.217 -0.014
C -4.53141 2.50632 -0.90768 0.017 -0.009 -0.019
C -5.58519 2.55025 -1.80972 -0.008 -0.005 -0.015
C -5.33423 2.45917 -3.17044 -0.012 0.010 0.002
C -4.02975 2.32828 -3.63116 0.010 -0.014 -0.020
C -2.97682 2.28170 -2.73276 -0.073 -0.025 0.018
C -2.38491 2.47648 1.64950 -0.042 -0.025 -0.007
C -3.13570 1.50836 2.32501 0.025 0.037 -0.009
C -3.56023 1.73050 3.62436 0.004 -0.006 0.005
C -3.26515 2.93172 4.25833 0.002 0.000 -0.005
C -2.54768 3.91300 3.59112 0.006 -0.003 0.008
C -2.10330 3.68498 2.29710 0.010 0.003 -0.008
H 2.41539 5.82956 -1.53455 0.002 -0.006 0.003
H 2.76835 4.20288 0.27956 0.140 -0.051 0.097
H 0.95675 2.68805 0.95978 0.017 0.013 -0.034
H -1.52168 4.30801 -2.16708 0.041 0.027 0.039
H 0.26001 5.88649 -2.74524 0.002 0.002 0.003
H -4.73838 2.59022 0.15328 0.004 0.005 0.001
H -6.59912 2.66627 -1.45083 -0.003 0.000 -0.001
H -6.15446 2.50255 -3.87483 0.002 0.001 -0.001
H -3.83828 2.27866 -4.69542 0.003 -0.009 -0.008
H -1.96310 2.18144 -3.10040 0.046 -0.032 -0.031
H -3.38538 0.57739 1.83178 -0.016 0.009 -0.011
H -4.13528 0.97384 4.14313 -0.002 -0.001 0.004
H -3.60570 3.10553 5.27062 0.000 -0.002 0.000
H -2.33172 4.85472 4.07830 -0.001 -0.001 0.000
H -1.53435 4.45740 1.79050 -0.006 -0.002 0.005

[2]
26
Properties=species:S:1:pos:R:3:forces:R:3 method="wB97M-V/def2-TZVPD" e_lumo_ev=0.32 fmax_ev_per_a=2.620 smiles="CCCNCC(N)=O.O.O" de_lowest_kcal_mol=56.9 spin_multiplicity=1
C 1.43809 -0.89473 -0.14017 0.440 -1.163 0.844
C 1.08364 -2.43612 0.05086 -0.016 2.487 -0.309
C 1.16267 -0.36771 -1.55515 -1.679 1.265 -0.145
N 1.29117 1.10445 -1.75457 -1.880 -0.669 0.748
C 0.05779 1.81227 -1.25339 0.551 0.222 -0.478
C 0.20415 2.40906 0.13929 0.917 1.621 0.482
N -0.14967 1.64209 1.17981 -0.687 -1.409 -0.330
O 0.69551 3.51350 0.36506 0.081 -0.352 -0.887
H 2.50512 -0.70951 0.00561 0.126 -0.306 0.214
H 0.98868 -0.46798 0.77456 -0.141 0.901 -1.257
H 2.04451 -2.94400 0.07003 -0.695 -0.858 0.174
H 0.38400 -2.51128 0.89938 1.511 -0.660 0.216
H 0.40530 -2.63398 -0.75576 0.196 -0.968 -0.899
H 0.05789 -0.58606 -1.84803 1.968 0.028 0.203
H 1.84937 -0.75990 -2.31595 -0.257 -0.714 0.464
H 2.15954 1.51902 -1.41135 -0.487 -0.214 0.130
H -0.87367 1.20536 -1.29135 0.927 -0.211 -0.024
H -0.11370 2.59316 -1.98170 -0.112 0.619 0.221
H -0.90258 0.98712 0.99436 0.136 0.188 0.520
H -0.02738 2.00117 2.10731 -0.155 0.276 0.067
H -1.96832 -2.39224 2.15542 0.302 -0.004 -0.247
H -1.07472 -1.94179 0.95479 -0.083 0.083 0.214
O -1.90593 -2.35983 1.19124 -0.757 0.184 0.192
H -3.47738 1.48078 0.83324 -1.147 -0.907 0.117
H -2.96017 -0.08511 1.43141 -1.577 -0.132 -0.436
O -2.87392 0.82227 1.15503 2.518 0.692 0.208

[3]
23
Properties=species:S:1:pos:R:3:forces:R:3 method="wB97M-V/def2-TZVPD" e_lumo_ev="-12.26 / -20.10" fmax_ev_per_a=2.183 de_lowest_kcal_mol=4.3 spin_multiplicity=2 charge=+3
C 0.74113 1.08367 -2.03196 0.653 -0.267 0.602
C -0.36838 0.61419 -1.08382 0.524 0.458 -1.801
C -0.16123 -0.81874 -0.60695 -1.669 -1.394 0.198
C 1.05799 -1.11510 0.24825 0.751 -0.071 0.445
N 0.72714 -1.18323 1.77546 -0.044 -0.960 -0.623
N -1.68068 0.68195 -1.89276 -0.306 -0.562 1.068
H 1.67256 1.08475 -1.46482 0.120 0.115 -0.098
H 0.89481 0.36793 -2.84143 -0.191 -0.086 -0.016
H 0.66801 2.07480 -2.47702 -0.450 0.080 0.253
H -0.52043 1.23865 -0.19950 0.034 0.367 -0.351
H -0.22602 -1.61993 -1.36701 0.612 0.818 -0.469
H -1.10839 -1.12905 -0.10530 0.550 0.212 0.504
H 1.48977 -2.09976 0.05092 -0.391 -0.052 -0.076
H 1.92339 -0.46811 0.10752 -0.334 0.462 0.131
H 1.55042 -1.22146 2.38992 0.215 0.483 -0.299
H 0.03638 -0.49329 2.11360 0.664 -0.878 -0.664
H 0.36407 -2.14014 1.87962 -0.562 0.243 0.263
H -1.89290 1.56235 -2.38547 0.489 0.000 0.197
H -2.43247 0.53765 -1.20867 -0.346 -0.059 -0.566
H -1.72485 -0.07293 -2.59076 -0.009 0.133 0.042
H -0.67584 1.65408 3.48859 0.004 0.293 -0.257
H -0.19144 0.65933 4.60288 0.298 -0.321 0.241
O -0.14306 0.80238 3.59873 -0.612 0.984 1.276

[4]
38
Properties=species:S:1:pos:R:3:forces:R:3 method="wB97M-V/def2-TZVPD" e_lumo_ev=-0.88 fmax_ev_per_a=16.612 de_lowest_kcal_mol=251.3 spin_multiplicity=1
C -1.30761 0.27775 4.64619 -5.448 -4.632 3.451
H -0.59259 0.73484 4.17886 4.348 2.261 -3.107
O -0.97253 -1.25451 4.81379 -0.582 2.441 -2.179
C -0.85120 -1.80404 3.44531 -0.482 1.224 0.315
C -2.31889 -2.37851 2.77431 5.242 14.119 -7.009
H -2.95461 -1.49153 2.98139 -0.152 -1.177 -0.665
H -2.41447 -3.03345 3.32885 -2.612 -12.066 8.792
S -2.03552 -2.76326 1.03962 -0.496 0.390 0.098
C -2.23882 -1.13121 0.43581 -1.965 1.844 1.102
N -2.76855 -0.06038 1.21408 3.240 -4.222 -1.861
N -2.55075 1.02940 0.57279 -0.738 2.559 -3.544
C -2.22701 0.90860 -0.77236 -3.708 4.887 3.969
N -2.48458 2.03805 -1.64429 9.967 -8.149 -1.020
C -1.22939 2.37937 -2.37006 -7.803 4.778 -5.320
O -1.50625 3.16261 -3.33125 1.580 -1.330 2.392
C 0.00498 1.76623 -2.30809 1.368 -3.266 -0.631
C 0.34770 1.39476 -1.06437 9.643 -3.854 -7.736
C 1.64873 0.65524 -0.96645 -0.758 -0.490 -0.494
C 2.38522 0.01379 -2.01374 -2.505 5.626 -1.366
C 1.92806 0.62177 -3.29946 -1.192 -2.866 -0.714
C 0.67675 1.19488 -3.52266 2.254 1.254 5.701
H 0.46400 1.66906 -4.39295 -0.939 0.772 -2.798
H 2.47423 0.25809 -4.18970 -0.212 0.609 0.412
O 3.56970 -0.45318 -1.88370 1.643 -3.164 -0.771
C 4.26052 -1.34444 -3.10967 -6.196 9.262 -2.817
H 4.96785 -1.69578 -2.57533 4.418 -4.016 3.159
H 3.39155 -1.63095 -3.74993 1.359 -1.040 0.867
H 4.68407 -0.34550 -3.57033 -0.373 -2.401 0.069
N 2.12037 0.31494 0.34354 -3.611 -2.423 3.384
O 3.21595 0.00350 0.61123 4.672 0.514 -1.221
O 1.28916 0.04117 1.24450 -1.703 1.563 -1.222
H -0.02199 1.52122 -0.23608 -4.328 1.995 8.363
H -3.05046 2.70606 -1.44743 -4.524 5.303 1.907
S -1.96353 -0.60285 -1.22569 0.494 -4.017 0.442
H -0.13411 -2.56631 3.54142 0.292 -1.966 0.426
H -0.18657 -1.15335 2.82472 -1.469 0.331 -0.067
H -2.28344 0.21658 3.95966 1.931 0.941 1.979
H -1.33597 0.80131 5.71750 -0.656 -1.592 -2.285